The following is a DFT calculation (the ωB97M-V functional and the def2-TZVPD basis) of a structure of composition C28H52CoNP3.

```
85
Properties=species:S:1:pos:R:3:lowdin_charge:R:1
Co -1.626 -0.069 0.339 0.083
C -2.785 -0.963 3.191 -0.195
P -1.302 -0.176 2.489 0.832
C 0.037 -1.170 3.216 -0.201
C -1.200 1.475 3.221 -0.380
C -0.625 1.764 4.452 -0.052
C -0.644 3.071 4.919 -0.030
C -1.240 4.077 4.172 -0.030
C -1.819 3.791 2.944 -0.054
C -1.791 2.489 2.461 -0.372
P -2.487 1.960 0.872 0.866
C -1.944 3.152 -0.389 -0.195
C -4.277 2.225 1.006 -0.214
H -2.800 -0.840 4.274 0.072
H -2.777 -2.030 2.962 0.060
H -3.691 -0.517 2.779 0.041
H -0.100 -1.256 4.295 0.066
H 1.011 -0.720 3.028 0.048
H 0.010 -2.175 2.795 0.043
H -0.160 0.989 5.047 0.113
H -0.190 3.306 5.873 0.125
H -1.250 5.092 4.547 0.125
H -2.279 4.588 2.370 0.117
H -1.859 4.153 0.037 0.062
H -2.669 3.188 -1.204 0.066
H -0.977 2.858 -0.787 0.011
H -4.510 3.272 1.202 0.066
H -4.681 1.628 1.825 0.050
H -4.765 1.935 0.075 0.051
C 0.251 0.133 -4.925 -0.183
C -0.790 -0.821 -4.354 -0.175
C -0.371 -1.329 -2.961 -0.195
C 0.543 -0.327 -2.231 -0.413
C 0.083 1.091 -2.574 -0.224
C 0.361 1.391 -4.056 -0.165
P 0.561 -0.646 -0.402 1.089
C 0.941 -2.427 -0.091 -0.406
C -0.335 -3.278 -0.087 -0.240
C -0.063 -4.682 0.463 -0.174
C 1.278 -5.250 -0.042 -0.176
C 1.739 -4.523 -1.300 -0.187
C 2.050 -3.059 -0.974 -0.183
C 1.976 0.280 0.331 -0.406
C 1.632 1.740 0.669 -0.213
C 2.915 2.489 1.015 -0.175
C 3.810 2.623 -0.229 -0.170
C 3.581 1.473 -1.219 -0.180
C 3.289 0.172 -0.481 -0.174
H 0.004 0.405 -5.950 0.121
H 1.215 -0.380 -4.974 0.120
H -0.943 -1.669 -5.020 0.120
H -1.753 -0.302 -4.294 0.111
H 0.126 -2.297 -3.044 0.110
H -1.265 -1.502 -2.355 0.062
H 1.565 -0.443 -2.605 0.114
H 0.571 1.844 -1.953 0.072
H -0.995 1.160 -2.365 0.093
H 1.362 1.818 -4.155 0.116
H -0.336 2.156 -4.401 0.119
H 1.312 -2.406 0.942 0.102
H -0.740 -3.348 -1.099 0.098
H -1.108 -2.787 0.522 0.073
H -0.888 -5.335 0.173 0.117
H -0.066 -4.655 1.556 0.108
H 1.183 -6.319 -0.223 0.117
H 2.048 -5.137 0.726 0.118
H 0.968 -4.592 -2.074 0.115
H 2.631 -4.990 -1.718 0.123
H 2.204 -2.500 -1.898 0.093
H 2.994 -3.012 -0.430 0.121
H 2.127 -0.227 1.289 0.093
H 0.917 1.765 1.496 0.087
H 1.152 2.243 -0.175 0.084
H 3.437 1.938 1.803 0.120
H 2.685 3.471 1.431 0.116
H 4.856 2.641 0.080 0.117
H 3.621 3.575 -0.729 0.115
H 4.450 1.351 -1.866 0.124
H 2.742 1.705 -1.883 0.093
H 4.109 -0.047 0.206 0.131
H 3.256 -0.663 -1.181 0.086
N -3.168 -0.788 -0.924 0.059
H -4.104 -0.660 -0.549 0.072
H -3.052 -1.788 -1.075 0.067
H -3.178 -0.370 -1.851 0.070
```

Computed properties:
relative energy (zero: lowest compared OMol25 entry of this formula, charge and spin) = 0.0 kJ/mol
E = -96852.3251 eV
multiplicity = 2
HOMO-LUMO gap (spin up / spin down) = 7.6712 / 9.0161 eV
total charge = +2
max |F| = 0.52 eV/A


The following is a DFT calculation (the ωB97M-V functional and the def2-TZVPD basis) of a structure of composition C28H52EuN2O2Si2 in a non-equilibrium geometry.

```
87
Properties=species:S:1:pos:R:3:lowdin_charge:R:1
O 2.267 -0.577 -1.073 -0.219
O 1.567 -2.526 -2.372 -0.152
C 2.748 0.490 -1.967 -0.208
C 3.365 1.617 -1.178 -0.054
H 1.872 0.824 -2.535 0.106
H 3.465 0.032 -2.661 0.123
H 2.674 2.062 -0.457 0.065
H 3.656 2.403 -1.883 0.098
H 4.275 1.296 -0.662 0.085
C 3.318 -1.205 -0.257 -0.205
C 4.441 -1.807 -1.058 -0.054
H 2.796 -1.953 0.345 0.118
H 3.676 -0.420 0.415 0.110
H 4.091 -2.491 -1.840 0.069
H 5.074 -2.394 -0.381 0.101
H 5.077 -1.035 -1.509 0.088
C 0.931 -3.668 -1.623 -0.131
C 1.289 -2.386 -3.826 -0.143
C 1.980 -4.714 -1.385 -0.047
H 0.111 -4.023 -2.255 0.135
H 0.538 -3.232 -0.697 0.124
H 2.378 -5.100 -2.330 0.082
H 1.535 -5.556 -0.845 0.099
H 2.807 -4.333 -0.773 0.081
C 2.188 -3.345 -4.561 -0.050
H 1.501 -1.342 -4.065 0.131
H 0.226 -2.600 -3.975 0.129
H 3.230 -3.255 -4.236 0.091
H 2.161 -3.127 -5.632 0.097
H 1.860 -4.379 -4.424 0.083
H 1.718 -1.603 -1.801 0.087
Eu -0.932 0.582 0.858 1.837
C -0.826 -0.077 -1.629 -0.414
Si -2.323 0.115 -2.690 0.347
H 0.010 0.613 -1.869 -0.057
H -0.425 -1.096 -1.525 -0.067
C -1.791 0.748 -4.385 -0.197
C -3.594 1.335 -2.008 -0.191
C -3.187 -1.544 -2.898 -0.187
C 1.189 1.079 2.064 -0.419
Si 1.340 -0.179 3.415 0.340
H 1.095 2.128 2.404 -0.011
H 1.961 1.059 1.269 -0.055
C 3.145 -0.596 3.754 -0.190
C 0.512 -1.764 2.799 -0.205
C 0.493 0.282 5.023 -0.182
H -2.468 -2.371 -2.846 0.006
H -3.696 -1.602 -3.870 0.036
H -3.941 -1.715 -2.118 0.028
H -1.212 1.677 -4.291 0.027
H -2.641 0.950 -5.046 0.031
H -1.141 0.016 -4.883 0.015
H -3.131 2.178 -1.474 0.006
H -4.302 0.841 -1.328 0.028
H -4.174 1.744 -2.854 0.038
H 1.289 -2.507 2.581 0.025
H -0.105 -1.675 1.888 -0.039
H -0.125 -2.167 3.597 0.039
H 0.722 -0.481 5.781 0.038
H -0.597 0.323 4.903 0.023
H 0.821 1.251 5.417 0.040
H 3.249 -1.080 4.736 0.033
H 3.779 0.303 3.744 0.037
H 3.527 -1.284 2.985 0.010
C -5.416 0.335 4.815 -0.088
C -4.581 -0.513 4.068 -0.097
C -3.638 0.013 3.184 -0.074
C -3.518 1.426 3.064 -0.293
C -4.323 2.278 3.844 -0.030
C -5.271 1.727 4.701 -0.076
N -2.594 1.954 2.146 -0.167
N -2.531 3.265 2.092 0.008
C -1.673 3.778 1.114 -0.294
C -1.468 5.200 1.122 -0.004
C -0.548 5.778 0.255 -0.077
C 0.173 4.977 -0.632 -0.079
C -0.051 3.576 -0.663 -0.117
C -0.975 3.001 0.179 -0.129
H -6.175 -0.080 5.488 0.106
H -4.676 -1.594 4.176 0.103
H -2.987 -0.633 2.568 0.067
H -4.183 3.355 3.742 0.101
H -5.901 2.398 5.285 0.107
H -2.036 5.789 1.839 0.119
H -0.386 6.858 0.269 0.115
H 0.914 5.426 -1.299 0.108
H 0.512 2.952 -1.361 0.085
```

Computed properties:
E = -72025.5629 eV
multiplicity = 7
HOMO-LUMO gap (spin up / spin down) = 5.5292 / 5.1188 eV
total charge = +1
max |F| = 2.79 eV/A


The following is a DFT calculation (the ωB97M-V functional and the def2-TZVPD basis) of a structure of composition C28H52IrOP2 in a non-equilibrium geometry.

```
84
Properties=species:S:1:pos:R:3:lowdin_charge:R:1
Ir 2.952 0.113 -1.022 1.297
C -0.717 3.567 -0.363 -0.211
C -0.913 2.855 -1.591 -0.157
C -2.674 2.376 -0.188 -0.200
C -1.778 3.217 0.517 -0.176
C -2.149 2.149 -1.492 -0.191
C 0.412 4.463 -0.009 -0.060
H 1.252 4.301 -0.686 0.051
H 0.771 4.276 1.011 0.076
H 0.102 5.513 -0.068 0.091
C -1.874 3.556 1.955 -0.009
H -1.058 4.219 2.250 0.077
H -1.815 2.653 2.587 0.065
H -2.820 4.057 2.191 0.099
C -3.903 1.808 0.400 -0.044
H -4.596 2.602 0.736 0.098
H -3.669 1.187 1.295 0.063
H -4.450 1.193 -0.325 0.067
C -2.730 1.278 -2.540 -0.051
H -3.027 1.873 -3.414 0.097
H -3.627 0.761 -2.181 0.062
H -2.007 0.530 -2.880 0.055
C 0.028 2.790 -2.742 -0.017
H -0.282 3.405 -3.609 0.105
H 0.125 1.750 -3.088 0.070
H 1.042 3.100 -2.443 0.064
C 4.156 -1.347 -0.383 -0.349
C 4.885 -0.240 -1.009 -0.355
C 5.305 -0.282 -2.460 -0.181
C 4.132 -0.449 -3.486 -0.177
C 2.733 -0.256 -2.937 -0.352
C 2.088 -1.280 -2.133 -0.377
C 2.719 -2.652 -2.066 -0.198
C 3.928 -2.673 -1.101 -0.185
H 6.066 -1.058 -2.608 0.116
H 4.269 -1.410 -3.996 0.109
H 5.773 0.690 -2.664 0.111
H 4.824 -2.944 -1.675 0.112
H 4.218 -1.419 0.713 0.099
H 5.487 0.357 -0.308 0.115
H 3.762 -3.451 -0.336 0.108
H 1.978 -3.394 -1.737 0.091
H 1.003 -1.249 -1.982 0.057
H 3.033 -2.968 -3.074 0.111
H 4.242 0.343 -4.242 0.113
H 2.056 0.378 -3.522 0.095
P -0.111 -0.598 1.471 1.015
P -1.682 -1.766 -1.009 0.911
C 0.162 -2.393 1.096 -0.344
C -0.828 -3.021 0.087 -0.390
H 0.200 -2.955 2.042 0.079
H 1.181 -2.422 0.657 0.075
H -0.247 -3.656 -0.599 0.068
H -1.578 -3.656 0.587 0.084
C -3.400 -1.739 -0.289 -0.266
H -4.133 -1.507 -1.074 0.044
H -3.458 -0.914 0.434 -0.005
H -3.707 -2.664 0.222 0.051
C -1.945 -2.807 -2.514 -0.265
H -1.806 -3.887 -2.332 0.053
H -1.177 -2.472 -3.226 0.033
H -2.926 -2.626 -2.970 0.047
C 1.217 0.016 2.594 -0.189
H 1.885 0.650 1.990 0.007
H 1.813 -0.825 2.998 0.073
H 0.822 0.634 3.411 0.057
C 2.531 1.843 -0.191 -0.326
H 2.708 2.640 -0.920 0.004
H 3.110 2.040 0.722 0.014
H 1.459 1.830 0.061 -0.018
C -2.363 0.403 4.207 -0.016
C -1.973 -0.912 3.545 -0.587
C -0.883 -1.658 4.294 -0.031
C -3.132 -1.839 3.217 -0.015
O -1.517 -0.461 2.203 -0.350
H -2.835 0.234 5.178 0.102
H -3.053 0.960 3.559 0.080
H -1.468 1.026 4.351 0.088
H -1.263 -1.886 5.294 0.109
H -0.643 -2.611 3.811 0.079
H 0.031 -1.066 4.417 0.068
H -3.902 -1.309 2.642 0.088
H -2.775 -2.679 2.599 0.083
H -3.568 -2.240 4.136 0.104
```

Computed properties:
relative energy (zero: lowest compared OMol25 entry of this formula, charge and spin) = 0.0 kJ/mol
E = -53331.2114 eV
multiplicity = 5
HOMO-LUMO gap (spin up / spin down) = 6.7363 / 3.2831 eV
total charge = +1
max |F| = 3.93 eV/A


The following is a DFT calculation (the ωB97M-V functional and the def2-TZVPD basis) of a cluster of 2 separate species, C28H53BCl2FI2N2O8P in total.

```
98
Properties=species:S:1:pos:R:3:lowdin_charge:R:1
C -4.557 4.002 -5.907 -0.116
O -3.572 3.208 -6.533 -0.194
C -2.264 3.675 -6.251 -0.232
C -1.636 3.066 -4.979 -0.173
C -0.303 2.401 -5.315 -0.214
C 0.356 1.555 -4.213 -0.206
C 0.224 0.048 -4.412 -0.211
C 1.086 -0.742 -3.428 -0.193
C 0.724 -0.700 -1.938 -0.164
C -0.195 -1.845 -1.526 -0.163
C -0.369 -1.977 0.013 -0.485
O 0.919 -1.834 0.611 -0.118
C 1.850 -2.871 0.493 -0.301
C 1.920 -3.760 1.763 -0.019
B 1.894 -5.304 1.468 -0.699
O 2.766 -5.851 0.511 0.123
O 1.068 -6.141 2.151 0.158
C 3.212 -2.187 0.334 -0.377
O 3.391 -1.004 0.464 0.140
N 4.287 -3.078 0.109 0.187
C 5.460 -2.419 -0.319 -0.513
O 6.333 -2.023 0.363 0.209
F 5.501 -2.330 -1.651 0.134
C -1.150 -0.747 0.616 -0.239
C -2.637 -0.572 0.276 -0.126
C -3.011 -0.015 -1.125 -0.285
C -3.877 -0.957 -1.955 -0.677
I -5.933 -0.850 -1.432 0.773
N -0.857 -0.564 2.022 -0.129
C 0.157 0.420 2.305 -0.176
C -0.173 1.866 1.880 -0.296
C 1.015 2.475 1.151 -0.674
I 0.553 4.334 0.221 0.739
C -1.875 -0.759 3.020 -0.257
C -2.626 0.498 3.532 -0.691
C -4.077 0.164 3.846 -0.131
Cl -1.854 1.081 5.059 0.615
P -0.944 -3.776 0.201 0.717
O -2.405 -3.834 -0.517 -0.339
Cl -1.516 -3.988 2.174 0.376
H -4.421 4.024 -4.823 0.086
H -5.522 3.567 -6.142 0.086
H -4.519 5.026 -6.286 0.086
H -2.298 4.764 -6.177 0.114
H -1.653 3.409 -7.112 0.116
H -1.458 3.874 -4.270 0.110
H -2.342 2.364 -4.538 0.114
H 0.387 3.213 -5.549 0.113
H -0.421 1.819 -6.230 0.109
H 1.418 1.795 -4.233 0.112
H -0.052 1.866 -3.251 0.100
H 0.635 -0.161 -5.402 0.111
H -0.820 -0.269 -4.457 0.113
H 2.095 -0.349 -3.552 0.112
H 1.099 -1.791 -3.733 0.108
H 0.307 0.281 -1.708 0.099
H 1.650 -0.779 -1.384 0.100
H -1.147 -1.862 -2.052 0.109
H 0.313 -2.760 -1.857 0.095
H 1.706 -3.482 -0.402 0.124
H 2.867 -3.552 2.267 0.127
H 1.146 -3.442 2.454 0.088
H 2.307 -6.015 -0.318 0.106
H 1.396 -7.045 2.089 0.114
H 4.024 -3.835 -0.512 0.140
H -0.656 0.087 0.109 0.123
H -3.235 -1.445 0.507 0.089
H -2.983 0.186 0.977 0.099
H -2.126 0.262 -1.697 0.095
H -3.558 0.914 -0.979 0.088
H -3.545 -1.975 -1.848 0.013
H -3.814 -0.716 -3.013 0.039
H 0.364 0.407 3.375 0.104
H 1.090 0.119 1.827 0.107
H -0.444 2.500 2.720 0.093
H -1.018 1.873 1.188 0.082
H 1.419 1.800 0.403 0.040
H 1.810 2.674 1.865 0.022
H -2.631 -1.460 2.692 0.073
H -1.422 -1.217 3.902 0.105
H -2.593 1.308 2.813 0.082
H -4.153 -0.765 4.402 0.082
H -4.610 0.069 2.898 0.077
H -4.542 0.985 4.382 0.068
H -3.106 -3.661 0.124 0.032
C 3.817 2.359 6.216 -0.168
C 4.586 2.146 4.913 -0.165
C 3.507 1.557 4.014 -0.204
O 2.269 2.127 4.448 -0.163
C 2.451 2.789 5.701 -0.198
H 4.269 3.097 6.877 0.111
H 3.736 1.416 6.761 0.113
H 4.926 3.106 4.517 0.115
H 5.451 1.494 5.014 0.112
H 3.450 0.469 4.122 0.121
H 3.660 1.791 2.959 0.112
H 2.411 3.871 5.534 0.119
H 1.635 2.513 6.370 0.116
```

Computed properties:
E = -103187.7548 eV
multiplicity = 1
HOMO-LUMO gap = 8.0616 eV
total charge = 0
max |F| = 0.94 eV/A


The following is a DFT calculation (the ωB97M-V functional and the def2-TZVPD basis) of a cluster of 7 separate species, C28H53F3O20 in total in a non-equilibrium geometry.

```
104
Properties=species:S:1:pos:R:3:lowdin_charge:R:1
C -0.410 -0.157 -0.427 -0.037
C 0.929 -0.599 0.118 -0.185
O 1.572 0.445 0.845 0.049
C 2.453 1.203 0.231 -0.395
O 2.754 1.137 -0.922 0.166
C 2.931 2.303 1.194 -0.547
F 3.102 1.886 2.442 0.177
F 4.115 2.744 0.739 0.154
F 2.108 3.347 1.211 0.173
H -1.106 -0.121 0.412 0.057
H -0.854 -0.747 -1.226 0.068
H -0.271 0.841 -0.852 0.068
H 1.595 -0.937 -0.676 0.120
H 0.744 -1.444 0.780 0.127
C 2.170 4.249 4.529 -0.060
C 2.854 3.568 5.733 -0.198
O 3.377 4.607 6.569 0.026
C 3.642 4.314 7.841 -0.621
O 3.681 3.218 8.334 0.124
O 3.920 5.456 8.446 0.004
C 4.247 5.412 9.841 -0.026
H 2.890 4.838 3.969 0.080
H 1.429 4.929 4.957 0.080
H 1.580 3.541 3.952 0.062
H 3.757 3.036 5.428 0.126
H 2.095 2.948 6.204 0.126
H 5.308 5.263 10.023 0.095
H 3.678 4.564 10.225 0.090
H 3.914 6.324 10.324 0.090
C -2.726 -1.707 2.357 -0.061
C -4.193 -1.421 2.151 -0.218
O -4.772 -1.951 0.973 0.045
C -4.655 -1.198 -0.124 -0.618
O -3.879 -0.293 -0.244 0.127
O -5.609 -1.555 -0.967 0.030
C -5.776 -0.768 -2.131 -0.035
H -1.961 -1.116 1.856 0.049
H -2.536 -2.751 2.082 0.079
H -2.485 -1.686 3.422 0.083
H -4.418 -0.358 2.275 0.124
H -4.719 -1.887 2.985 0.125
H -5.118 0.099 -2.141 0.099
H -6.781 -0.388 -2.327 0.096
H -5.587 -1.414 -2.991 0.082
C 0.864 0.469 -3.871 -0.062
C 0.501 -0.219 -5.166 -0.216
O -0.216 -1.432 -5.022 0.055
C -1.523 -1.345 -4.812 -0.615
O -2.173 -0.359 -4.601 0.133
O -2.019 -2.575 -4.864 0.018
C -3.349 -2.729 -4.412 -0.050
H 1.712 1.109 -4.131 0.077
H 1.234 -0.145 -3.048 0.070
H 0.034 1.078 -3.515 0.075
H 1.391 -0.434 -5.756 0.125
H -0.059 0.531 -5.733 0.128
H -4.010 -2.437 -5.229 0.105
H -3.557 -2.094 -3.549 0.064
H -3.583 -3.720 -4.031 0.094
C -4.887 3.596 3.404 -0.062
C -3.417 3.946 3.168 -0.222
O -3.147 3.954 1.778 0.052
C -1.902 3.971 1.363 -0.618
O -0.942 4.174 2.064 0.125
O -1.899 3.788 0.053 0.018
C -0.714 3.985 -0.700 -0.031
H -5.112 2.595 3.028 0.067
H -5.504 4.188 2.722 0.080
H -5.107 3.675 4.463 0.079
H -2.898 3.110 3.645 0.123
H -3.110 4.839 3.706 0.126
H -0.164 3.043 -0.738 0.073
H 0.001 4.714 -0.315 0.097
H -1.032 4.324 -1.682 0.098
C -3.667 -8.351 -0.632 -0.062
C -2.997 -7.732 -1.829 -0.192
O -3.236 -6.317 -1.952 0.043
C -2.410 -5.484 -1.380 -0.623
O -1.399 -5.761 -0.795 0.136
O -2.894 -4.249 -1.561 0.002
C -2.090 -3.157 -1.136 -0.047
H -3.493 -7.807 0.298 0.083
H -3.196 -9.316 -0.424 0.081
H -4.737 -8.530 -0.722 0.077
H -3.302 -8.170 -2.777 0.125
H -1.909 -7.812 -1.769 0.120
H -1.909 -3.137 -0.061 0.087
H -2.447 -2.225 -1.558 0.073
H -1.060 -3.297 -1.484 0.105
C 5.018 1.570 -3.281 -0.072
C 6.402 0.929 -3.352 -0.187
O 6.422 -0.038 -4.422 0.030
C 6.233 -1.303 -4.037 -0.617
O 5.644 -1.680 -3.066 0.136
O 6.678 -2.077 -5.021 0.006
C 6.971 -3.436 -4.740 -0.043
H 4.978 2.280 -2.455 0.076
H 4.243 0.822 -3.087 0.056
H 4.689 2.026 -4.215 0.079
H 6.754 0.492 -2.425 0.127
H 6.991 1.768 -3.725 0.120
H 8.037 -3.563 -4.946 0.093
H 6.440 -4.121 -5.395 0.092
H 6.847 -3.699 -3.691 0.093
```

Computed properties:
relative energy (zero: lowest compared OMol25 entry of this formula, charge and spin) = 173.0 kJ/mol
E = -78997.8668 eV
multiplicity = 1
HOMO-LUMO gap = 11.1158 eV
total charge = 0
max |F| = 2.25 eV/A